A 3-piece molecular cluster, C2H7OS2 overall at a distorted geometry. Source: the OMol25 dataset; level of theory: the ωB97M-V functional and the def2-TZVPD basis.

Structure (XYZ):
```
12
C2H7OS2 (the ωB97M-V functional and the def2-TZVPD basis)
C -1.028 0.945 0.095
O -2.062 1.532 -0.183
H -0.126 1.102 -0.487
H -2.270 0.335 3.267
H -0.947 0.329 1.023
C 1.395 -0.983 -1.822
S 1.129 -1.411 0.024
S 2.144 0.219 0.868
H 1.280 -1.952 -2.325
H 0.467 -0.535 -2.222
H 2.287 -0.427 -2.085
H -2.269 0.844 3.847
```

Kohn-Sham gap (eV): 6.258
Energy relative to the best compared isomer or geometry (same formula, charge and spin) (eV): 1.868
Total charge: -1
DFT total energy (Ha): -951.992186

---

C44H60BaGeIN4O4S2 as an isolated structure at a distorted geometry. Source: the OMol25 dataset; level of theory: the ωB97M-V functional and the def2-TZVPD basis.

Structure (XYZ):
```
117
C44H60BaGeIN4O4S2 (the ωB97M-V functional and the def2-TZVPD basis)
Ba -0.128 -0.800 -0.219
C -3.284 -3.143 -1.418
C -3.591 -1.751 -0.872
C -3.715 -1.814 0.648
C -4.902 -1.254 -1.476
O -2.471 -0.910 -1.194
Ge -2.623 0.788 -1.948
O -1.229 1.590 -0.864
C -1.604 2.921 -0.429
C -1.697 3.821 -1.665
C -2.944 2.985 0.294
C -0.493 3.439 0.484
O -1.123 0.335 -3.145
C -1.262 -0.452 -4.305
C -2.710 -0.572 -4.779
C -0.698 -1.846 -4.021
C -0.440 0.201 -5.424
H -4.071 -3.851 -1.148
H -2.344 -3.513 -1.003
H -3.204 -3.123 -2.505
H -4.586 -2.398 0.952
H -3.802 -0.809 1.064
H -2.829 -2.281 1.090
H -5.692 -1.972 -1.249
H -4.837 -1.158 -2.563
H -5.195 -0.288 -1.063
H -2.542 3.540 -2.297
H -0.790 3.758 -2.270
H -1.834 4.862 -1.359
H -3.761 2.630 -0.342
H -3.152 4.028 0.545
H -2.927 2.419 1.216
H 0.426 3.628 -0.082
H -0.297 2.714 1.273
H -0.794 4.381 0.944
H -3.325 -1.080 -4.033
H -2.764 -1.146 -5.706
H -3.138 0.417 -4.957
H -1.217 -2.284 -3.173
H 0.362 -1.757 -3.764
H -0.781 -2.516 -4.881
H -0.776 1.229 -5.578
H -0.539 -0.345 -6.365
H 0.622 0.211 -5.156
C 3.316 1.103 3.548
C 2.817 0.078 2.556
N 1.584 -0.296 2.607
N 0.974 0.122 3.793
C -0.295 0.340 3.754
S -1.292 0.455 2.397
S -0.943 0.517 5.425
C -2.531 1.341 5.251
C -2.506 2.825 4.978
C -1.333 3.532 4.758
C -1.369 4.897 4.507
C -2.580 5.571 4.460
C -3.760 4.870 4.674
C -3.719 3.509 4.933
C 3.772 -0.483 1.576
C 5.151 -0.312 1.765
C 6.117 -0.850 0.934
C 5.720 -1.637 -0.143
C 4.379 -1.839 -0.377
C 3.362 -1.256 0.434
O 2.137 -1.427 0.097
H 2.920 0.895 4.539
H 2.905 2.077 3.261
H 4.395 1.200 3.598
H -3.042 1.158 6.201
H -3.103 0.837 4.474
H -0.384 3.005 4.795
H -0.444 5.437 4.346
H -2.606 6.636 4.262
H -4.713 5.384 4.643
H -4.642 2.963 5.101
H 5.522 0.246 2.614
H 7.165 -0.693 1.155
H 6.459 -2.104 -0.786
H 4.036 -2.463 -1.195
I 0.749 -4.017 -1.876
C 0.594 -5.412 -0.334
C 0.748 -6.746 -0.582
C 0.613 -7.682 0.459
C 0.313 -7.278 1.731
C 0.142 -5.906 2.021
C -0.190 -5.435 3.313
C -0.363 -4.105 3.576
C -0.196 -3.133 2.553
C 0.112 -3.626 1.339
C 0.299 -4.953 0.967
H 0.971 -7.090 -1.584
H 0.744 -8.733 0.235
H 0.200 -8.004 2.527
H -0.306 -6.163 4.107
H -0.614 -3.775 4.576
H -0.297 -2.075 2.763
C 3.689 1.199 -3.666
C 2.860 0.273 -2.745
N 2.117 1.073 -1.786
C 1.315 2.078 -2.473
C 2.236 3.121 -3.143
N 3.638 2.578 -3.066
C 4.085 2.535 -1.631
C 3.031 1.717 -0.850
H 3.280 1.281 -4.672
H 4.738 0.910 -3.726
H 3.508 -0.414 -2.200
H 2.160 -0.315 -3.340
H 0.652 2.543 -1.756
H 0.658 1.584 -3.185
H 2.245 4.083 -2.629
H 2.004 3.282 -4.196
H 4.264 3.186 -3.589
H 4.180 3.564 -1.287
H 5.068 2.063 -1.619
H 2.450 2.352 -0.182
H 3.536 0.967 -0.245
```

Kohn-Sham gap (alpha / beta) (eV): 5.741 / 5.738
Energy relative to the best compared isomer or geometry (same formula, charge and spin) (eV): 1.002
Multiplicity: 2
DFT total energy (Ha): -5429.117880

---

A 7-piece molecular cluster, C13H23Cl4F2N3O12 overall at a distorted geometry. Source: the OMol25 dataset; level of theory: the ωB97M-V functional and the def2-TZVPD basis.

Structure (XYZ):
```
57
C13H23Cl4F2N3O12 (the ωB97M-V functional and the def2-TZVPD basis)
C -1.795 4.058 2.740
N -1.511 2.674 2.233
O -1.858 1.640 2.851
O -0.878 2.624 1.227
H -1.621 3.980 3.813
H -2.820 4.340 2.498
H -1.280 4.894 2.266
C 3.348 -2.136 3.710
N 4.759 -2.061 3.288
O 5.209 -3.064 2.658
O 5.391 -1.011 3.500
H 2.884 -1.307 3.176
H 3.399 -2.258 4.792
H 2.797 -3.024 3.400
C 0.620 -0.555 0.673
N 0.774 0.281 -0.533
O 0.296 -0.052 -1.627
O 1.439 1.333 -0.443
H 0.488 -1.609 0.430
H -0.243 -0.238 1.258
H 1.480 -0.514 1.342
C -0.640 -5.439 4.902
C -1.945 -5.295 4.216
O -1.694 -4.287 3.229
C -0.533 -3.758 3.312
O -0.051 -2.860 2.653
O 0.098 -4.260 4.420
F -2.835 -4.891 5.137
H -0.160 -6.369 4.596
H -0.709 -5.352 5.986
H -2.151 -6.234 3.701
C -1.285 3.260 -1.763
C -0.583 4.410 -1.136
O -1.481 5.451 -1.251
C -2.317 5.136 -2.262
O -3.113 5.974 -2.676
O -2.156 3.832 -2.678
F 0.580 4.546 -1.739
H -1.913 2.731 -1.046
H -0.675 2.438 -2.139
H -0.340 4.270 -0.083
Cl 1.551 1.242 -6.341
C 1.399 1.438 -4.608
C 2.475 2.260 -3.931
Cl 2.481 3.737 -4.895
H 1.506 0.437 -4.191
H 0.350 1.723 -4.529
H 3.423 1.731 -4.028
H 2.237 2.420 -2.880
Cl -2.841 -1.056 -2.629
C -2.305 -1.869 -4.118
C -0.743 -2.110 -4.234
Cl -0.443 -3.341 -5.467
H -2.845 -1.395 -4.937
H -2.718 -2.869 -3.989
H -0.259 -2.459 -3.321
H -0.240 -1.190 -4.531
```

Kohn-Sham gap (eV): 9.634
Energy relative to the best compared isomer or geometry (same formula, charge and spin) (eV): 0.773
SMILES string: O=C1OC[C@@H](F)O1.O=C1OC[C@@H](F)O1.C[N+](=O)[O-].C[N+](=O)[O-].C[N+](=O)[O-].ClCCCl.ClCCCl
DFT total energy (Ha): -3616.470620

---

C10H7MnN2O5 as an isolated structure at a distorted geometry. Source: the OMol25 dataset; level of theory: the ωB97M-V functional and the def2-TZVPD basis.

Structure (XYZ):
```
25
C10H7MnN2O5 (the ωB97M-V functional and the def2-TZVPD basis)
O -2.503 4.060 1.406
C -1.562 3.353 1.204
Mn 0.228 -0.531 -0.118
O -2.480 -0.747 -1.219
C -1.413 -0.442 -0.833
C 1.627 -1.730 -0.448
O 2.113 -2.799 -0.734
C 2.212 -0.666 -0.033
O 3.243 -0.234 0.430
C 0.871 0.888 -1.243
O 1.173 1.669 -2.059
H 0.372 0.265 1.004
N -2.012 -3.147 5.001
C -1.552 -2.431 3.949
C -2.347 -1.459 3.269
C -1.857 -0.828 2.139
N -0.669 -1.229 1.600
C 0.193 -1.942 2.364
C -0.222 -2.612 3.493
H -2.942 -3.073 5.350
H -1.392 -3.837 5.444
H -3.362 -1.257 3.628
H -2.394 -0.011 1.637
H 1.234 -1.951 2.013
H 0.482 -3.297 3.992
```

Kohn-Sham gap (alpha / beta) (eV): 6.647 / 5.983
Energy relative to the best compared isomer or geometry (same formula, charge and spin) (eV): 0.216
Multiplicity: 4
Total charge: +3
DFT total energy (Ha): -2020.459082

---

The molecule C4H2BrNOS at a distorted geometry. Source: the OMol25 dataset; level of theory: the ωB97M-V functional and the def2-TZVPD basis.

Structure (XYZ):
```
10
C4H2BrNOS (the ωB97M-V functional and the def2-TZVPD basis)
C 0.642 -0.422 -0.038
C 1.652 0.480 0.008
C -0.367 2.102 -0.127
C -1.626 -0.947 0.113
N -0.650 0.112 -0.038
O -1.373 -2.083 0.224
S 1.280 2.148 0.082
Br -3.329 -0.100 0.064
H 1.022 -1.508 -0.088
H 2.747 0.219 -0.200
```

Kohn-Sham gap (alpha / beta) (eV): 6.779 / 6.345
Multiplicity: 3
DFT total energy (Ha): -3255.571219

---

A 2-piece molecular cluster, C3H12NS2 overall at a distorted geometry. Source: the OMol25 dataset; level of theory: the ωB97M-V functional and the def2-TZVPD basis.

Structure (XYZ):
```
18
C3H12NS2 (the ωB97M-V functional and the def2-TZVPD basis)
C -0.821 2.011 -1.904
S 0.082 0.486 -2.336
S -0.868 -1.010 -1.309
C 0.463 -2.251 -1.082
H -1.848 1.863 -2.262
H -0.860 2.093 -0.872
H -0.367 2.886 -2.404
H 0.889 -1.992 -0.100
H -0.042 -3.201 -0.902
H 1.209 -2.352 -1.855
C 0.966 0.243 2.198
N -0.418 0.139 1.609
H 1.474 -0.622 1.800
H 1.424 1.101 1.723
H 0.975 0.272 3.289
H -0.878 -0.683 1.949
H -0.369 0.077 0.567
H -1.011 0.940 1.891
```

Kohn-Sham gap (alpha / beta) (eV): 10.230 / 8.090
Energy relative to the best compared isomer or geometry (same formula, charge and spin) (eV): 0.000
Multiplicity: 2
Total charge: +2
DFT total energy (Ha): -971.929309

---

The molecule C4H4ClF at a distorted geometry. Source: the OMol25 dataset; level of theory: the ωB97M-V functional and the def2-TZVPD basis.

Structure (XYZ):
```
10
C4H4ClF (the ωB97M-V functional and the def2-TZVPD basis)
C -0.212 0.470 -0.002
C -0.104 1.811 0.059
C 0.994 -0.382 -0.106
C 1.000 -1.665 0.072
H -1.031 2.377 0.208
H 0.919 2.104 -0.169
H 1.903 -2.196 0.082
H 0.015 -2.220 0.090
F 2.088 0.459 -0.005
Cl -1.804 -0.329 -0.018
```

Kohn-Sham gap (eV): 10.011
Energy relative to the best compared isomer or geometry (same formula, charge and spin) (eV): 0.405
SMILES string: C=C(F)C(=C)Cl
DFT total energy (Ha): -714.812985

---

C4H8N2O as an isolated structure at a distorted geometry. Source: the OMol25 dataset; level of theory: the ωB97M-V functional and the def2-TZVPD basis.

Structure (XYZ):
```
15
C4H8N2O (the ωB97M-V functional and the def2-TZVPD basis)
C -0.021 0.762 0.326
C 1.737 -1.058 -0.046
C 0.482 -0.600 0.732
C -1.454 0.593 -0.927
N 0.399 1.917 0.521
N -2.416 0.200 -0.050
O -2.554 -0.979 0.372
H 1.353 -1.174 -1.029
H 2.383 -0.214 -0.131
H 2.071 -2.027 0.324
H 0.598 -0.446 1.864
H -0.289 -1.259 0.723
H -0.858 -0.088 -1.594
H -1.476 1.692 -1.068
H 0.045 2.681 -0.017
```

Kohn-Sham gap (alpha / beta) (eV): 8.494 / 8.495
Energy relative to the best compared isomer or geometry (same formula, charge and spin) (eV): 5.797
DFT total energy (Ha): -341.790609

---

A 2-piece molecular cluster, C2H2N4 overall at a distorted geometry. Source: the OMol25 dataset; level of theory: the ωB97M-V functional and the def2-TZVPD basis.

Structure (XYZ):
```
8
C2H2N4 (the ωB97M-V functional and the def2-TZVPD basis)
C -0.156 -1.067 0.105
C -0.302 1.017 0.246
N 0.129 -1.604 -1.165
N 1.059 -1.614 -0.369
N 0.930 1.690 0.220
N 0.204 1.871 -0.757
H -0.803 -1.648 0.805
H -1.060 1.355 0.915
```

Kohn-Sham gap (eV): 10.227
Energy relative to the best compared isomer or geometry (same formula, charge and spin) (eV): 6.149
DFT total energy (Ha): -296.198904

---

A 7-piece molecular cluster, C21H63O28P7 overall at a distorted geometry. Source: the OMol25 dataset; level of theory: the ωB97M-V functional and the def2-TZVPD basis.

Structure (XYZ):
```
119
C21H63O28P7 (the ωB97M-V functional and the def2-TZVPD basis)
C -3.623 -2.010 0.396
O -3.094 -1.561 -0.822
P -3.577 -2.156 -2.206
O -4.960 -1.861 -2.541
O -2.549 -1.621 -3.278
C -2.420 -0.215 -3.531
O -3.277 -3.704 -2.153
C -1.953 -4.221 -1.983
H -2.857 -2.623 0.889
H -4.486 -2.670 0.314
H -3.832 -1.230 1.123
H -2.538 -0.120 -4.608
H -1.482 0.135 -3.120
H -3.225 0.378 -3.091
H -1.822 -4.620 -0.976
H -1.190 -3.496 -2.263
H -1.844 -5.096 -2.630
C 3.388 1.778 3.810
O 3.073 0.756 4.767
P 1.880 -0.192 4.355
O 2.013 -0.844 3.054
O 0.644 0.774 4.513
C -0.689 0.218 4.507
O 1.823 -1.248 5.528
C 1.867 -0.797 6.888
H 2.645 1.805 3.013
H 4.361 1.590 3.381
H 3.361 2.753 4.292
H -0.919 -0.072 5.538
H -0.767 -0.660 3.862
H -1.390 0.968 4.159
H 2.088 0.265 7.007
H 2.641 -1.358 7.406
H 0.900 -0.962 7.366
C -0.125 -6.693 1.113
O 0.203 -5.875 0.006
P 1.676 -5.547 -0.455
O 2.640 -6.627 -0.274
O 1.470 -5.026 -1.920
C 2.379 -5.373 -2.974
O 2.000 -4.177 0.270
C 2.299 -4.139 1.686
H -0.224 -7.740 0.816
H -1.018 -6.307 1.582
H 0.729 -6.743 1.796
H 1.865 -5.820 -3.822
H 3.180 -6.029 -2.638
H 2.822 -4.436 -3.324
H 3.241 -3.605 1.816
H 2.539 -5.151 2.025
H 1.512 -3.615 2.217
C -2.841 1.922 -0.454
O -1.620 1.531 -1.002
P -0.554 0.859 -0.063
O -0.984 0.676 1.327
O -0.211 -0.491 -0.796
C 0.427 -1.532 -0.098
O 0.688 1.803 -0.350
C 1.995 1.471 0.156
H -3.611 1.946 -1.227
H -2.847 2.930 -0.034
H -3.207 1.234 0.304
H 1.402 -1.782 -0.514
H -0.170 -2.437 -0.018
H 0.665 -1.227 0.930
H 2.410 2.342 0.661
H 2.641 1.191 -0.668
H 1.907 0.681 0.907
C 7.447 0.608 -2.189
O 7.203 1.110 -0.867
P 5.742 1.026 -0.248
O 5.484 1.816 0.944
O 4.798 1.415 -1.470
C 4.858 2.754 -1.985
O 5.588 -0.535 -0.120
C 4.647 -1.085 0.798
H 8.310 -0.054 -2.105
H 7.722 1.433 -2.850
H 6.631 0.056 -2.651
H 5.268 3.432 -1.233
H 3.851 3.114 -2.192
H 5.441 2.757 -2.903
H 3.935 -1.700 0.242
H 4.141 -0.343 1.409
H 5.132 -1.792 1.476
C -7.670 -2.249 2.505
O -8.370 -1.099 2.104
P -7.568 0.150 1.541
O -6.997 -0.021 0.210
O -8.646 1.292 1.730
C -9.812 1.311 0.940
O -6.503 0.477 2.664
C -5.805 1.748 2.681
H -6.762 -2.041 3.076
H -7.412 -2.890 1.661
H -8.284 -2.843 3.182
H -9.805 0.638 0.082
H -9.936 2.320 0.547
H -10.686 1.075 1.545
H -6.291 2.549 2.124
H -4.820 1.537 2.265
H -5.751 2.069 3.719
C 1.585 4.365 -5.211
O 1.027 5.529 -4.592
P 1.838 6.274 -3.438
O 1.133 7.419 -2.883
O 2.258 5.150 -2.412
C 1.186 4.444 -1.744
O 3.248 6.585 -4.103
C 3.270 7.549 -5.140
H 2.548 4.035 -4.822
H 1.599 4.488 -6.290
H 0.901 3.537 -4.984
H 0.332 5.067 -1.496
H 1.620 4.061 -0.829
H 0.935 3.601 -2.383
H 3.646 8.523 -4.794
H 2.302 7.771 -5.586
H 4.024 7.269 -5.877
```

Kohn-Sham gap (eV): 10.221
Energy relative to the best compared isomer or geometry (same formula, charge and spin) (eV): 0.580
SMILES string: COP(=O)(OC)OC.COP(=O)(OC)OC.COP(=O)(OC)OC.COP(=O)(OC)OC.COP(=O)(OC)OC.COP(=O)(OC)OC.COP(=O)(OC)OC
DFT total energy (Ha): -5334.778030

---

An isolated ion of composition C4H9N4O and charge +1 at a distorted geometry. Source: the OMol25 dataset; level of theory: the ωB97M-V functional and the def2-TZVPD basis.

Structure (XYZ):
```
18
C4H9N4O (the ωB97M-V functional and the def2-TZVPD basis)
C -1.555 0.366 -0.041
C -1.734 -1.093 -0.304
C 0.752 -0.105 -0.493
C 3.019 0.201 0.217
N -0.637 -1.850 0.297
N 0.474 -1.384 0.236
N -0.393 0.796 -0.397
N -2.538 1.089 0.453
O 1.657 0.576 0.237
H -2.623 -1.543 0.284
H -1.816 -1.188 -1.431
H 1.088 -0.347 -1.591
H 3.368 0.769 1.030
H 3.527 0.508 -0.673
H 3.137 -0.857 0.422
H -0.082 1.654 0.092
H -3.408 0.584 0.611
H -2.237 1.824 1.051
```

Kohn-Sham gap (alpha / beta) (eV): 7.202 / 8.829
Energy relative to the best compared isomer or geometry (same formula, charge and spin) (eV): 1.489
Multiplicity: 3
Total charge: +1
DFT total energy (Ha): -451.663841